C5H10NO | ωB97M-V with the def2-TZVPD basis set

Cartesian coordinates (Å):
N -1.8352 -0.8737 -0.0079
C -1.7506 0.5885 -0.0876
C -0.6258 1.2436 0.0232
C 0.7715 0.8706 0.5654
C 1.7906 0.5431 -0.5285
C 1.3309 -0.5266 0.4480
O 0.5007 -1.5774 -0.0485
H -0.7295 -0.9937 -0.1914
H -2.6261 -1.1991 -0.6171
H -2.1356 -1.3832 0.8697
H -2.6643 1.0533 -0.4405
H -0.6790 2.2763 -0.1087
H 1.1971 1.6464 1.3030
H 2.8000 0.9210 -0.2950
H 1.4566 0.4755 -1.5960
H 1.9765 -0.8611 1.2317
H 1.2220 -2.2036 -0.5198

* total charge: +1
* relative energy (zero: lowest compared OMol25 entry of this formula, charge and spin): 315.1 kJ/mol
* SMILES string: [NH3+]/C=C\[C@@H]1C[C@@H]1O
* HOMO energy: -0.517 Ha
* orbital gap: 0.3990 Eh
* strongest force on any atom: 4.346 eV Å⁻¹